9 unconnected molecules or ions with the total composition C24H45N3O18 in a non-equilibrium geometry. Source: OMol25; level of theory: the ωB97M-V functional and the def2-TZVPD basis.

Geometry (Å):
C (1.1652, -0.8678, 1.6958)
O (0.4789, -1.4782, 0.5905)
C (-0.7909, -1.1785, 0.4740)
O (-1.4015, -0.3824, 1.1375)
O (-1.2752, -1.8560, -0.5725)
C (-2.6363, -1.6970, -0.9040)
H (2.2145, -1.1226, 1.6251)
H (0.6580, -1.2004, 2.6037)
H (1.0679, 0.2173, 1.7457)
H (-3.1881, -2.6249, -0.7367)
H (-2.6342, -1.5092, -1.9788)
H (-3.1015, -0.8770, -0.3627)
C (-2.7316, 1.8719, -0.8544)
O (-1.5295, 2.6426, -0.8868)
C (-1.5249, 3.8657, -0.3620)
O (-0.5078, 4.4641, -0.1695)
O (-2.7495, 4.3295, -0.1243)
C (-2.8299, 5.7222, 0.0978)
H (-3.5691, 2.4105, -1.2978)
H (-2.9644, 1.6831, 0.1937)
H (-2.6014, 0.9335, -1.3742)
H (-2.3823, 6.0515, 1.0361)
H (-3.8801, 6.0085, 0.0802)
H (-2.3519, 6.3488, -0.6591)
C (0.9314, 4.8384, 2.3826)
O (2.2839, 4.6041, 2.7168)
C (2.7038, 3.3485, 2.5837)
O (1.9766, 2.3951, 2.4888)
O (4.0136, 3.3380, 2.6436)
C (4.6698, 2.0874, 2.4144)
H (0.6255, 5.8444, 2.6773)
H (0.2589, 4.1588, 2.9015)
H (0.7183, 4.8646, 1.3110)
H (5.7293, 2.2395, 2.5786)
H (4.4701, 1.7456, 1.3977)
H (4.2448, 1.3384, 3.0839)
C (-1.1768, 1.5793, 3.6861)
O (-0.4450, 1.7775, 4.8867)
C (-0.5656, 2.9681, 5.4614)
O (-1.2728, 3.8705, 5.1218)
O (0.2363, 2.9782, 6.5125)
C (0.3584, 4.2396, 7.1790)
H (-1.9543, 2.3320, 3.5513)
H (-1.6234, 0.5892, 3.7442)
H (-0.5596, 1.6095, 2.7884)
H (-0.5739, 4.6317, 7.5690)
H (0.8278, 4.9169, 6.4569)
H (1.1438, 4.1057, 7.9206)
C (-0.0092, -4.9685, -5.9100)
O (0.5180, -3.7893, -6.5210)
C (0.2615, -2.5594, -6.1671)
O (0.7979, -1.6027, -6.6736)
O (-0.6722, -2.4824, -5.1948)
C (-1.0976, -1.1466, -4.9041)
H (-1.0788, -4.8895, -5.7427)
H (0.5053, -5.1789, -4.9722)
H (0.2671, -5.7658, -6.5932)
H (-1.8197, -0.8101, -5.6457)
H (-0.2878, -0.4599, -4.6872)
H (-1.7141, -1.2276, -4.0058)
C (3.0895, -0.2060, -4.5320)
O (3.1206, 0.2492, -3.1691)
C (2.1044, 0.9753, -2.7360)
O (1.1103, 1.2356, -3.3621)
O (2.3454, 1.3286, -1.4923)
C (1.4025, 2.1538, -0.8320)
H (2.6245, -1.1904, -4.5465)
H (4.1383, -0.2844, -4.7956)
H (2.5149, 0.4712, -5.1570)
H (0.5796, 1.5473, -0.4440)
H (0.9332, 2.8420, -1.5360)
H (1.8396, 2.6935, -0.0020)
C (4.5718, -3.6882, 3.1879)
C (4.5491, -2.3817, 2.5091)
N (4.5274, -1.3659, 1.9821)
H (3.9223, -4.4051, 2.6891)
H (4.1785, -3.5312, 4.1904)
H (5.5859, -4.0777, 3.1719)
C (-5.3590, -5.1024, -1.7971)
C (-4.6958, -6.1203, -0.9641)
N (-4.2048, -6.9057, -0.2896)
H (-4.7442, -4.2065, -1.6869)
H (-6.3582, -4.8851, -1.4361)
H (-5.3050, -5.4184, -2.8352)
C (-0.9016, -5.2743, -0.3110)
C (-1.2588, -5.9944, -1.5349)
N (-1.5786, -6.5761, -2.4701)
H (-0.0324, -4.6264, -0.4339)
H (-0.6166, -5.8907, 0.5416)
H (-1.7085, -4.6412, 0.0532)

Cartesian forces (eV/Å) of the 2 atoms listed first:
-0.576 0.468 0.681
0.641 -0.135 -0.122

**Energy relative to the best compared isomer or geometry (same formula, charge and spin)**: 0.000 eV
**M**: 663.63 g/mol
**Electronic energy**: -2460.05253 a.u.
**Frontier orbital gap**: 10.62 eV
**HOMO energy**: -10.381 eV